[1]
Formula: C10H16O2
Source: the Open Molecules 2025 dataset
Level of theory: wB97M-V/def2-TZVPD

```
28
C10H16O2, DFT wB97M-V/def2-TZVPD
C 0.414 -1.772 -0.634
C 1.569 -1.329 -0.140
C -0.564 0.387 -1.603
C -0.816 -0.960 -0.879
C 1.917 0.066 0.160
C -0.504 0.998 -0.234
C -1.268 -0.140 0.382
C 2.637 0.897 -0.860
C -2.788 0.082 0.340
C -0.882 -0.608 1.779
O 2.314 0.259 1.475
O -0.554 2.333 0.062
H 0.312 -2.834 -0.815
H 2.328 -2.062 0.134
H 0.321 0.435 -2.230
H -1.414 0.735 -2.200
H -1.599 -1.581 -1.314
H 3.722 0.814 -0.720
H 2.361 1.950 -0.776
H 2.408 0.553 -1.864
H -3.103 0.476 -0.624
H -3.087 0.788 1.115
H -3.308 -0.857 0.518
H -1.410 -1.526 2.029
H -1.156 0.152 2.511
H 0.184 -0.789 1.857
H 2.771 1.103 1.547
H -0.803 2.430 0.986
```

For the HOMO-LUMO gap (spin up / spin down), the calculation gives 0.227 / 0.351 Eh. As for the expectation value of S²: 2.008. For the highest occupied orbital energy (spin up / spin down), the calculation gives -0.2007 / -0.3418 hartree. The value obtained for the LUMO energy (spin up / spin down) is 0.71 / 0.26 eV. Its spin multiplicity is 3. As for the total charge: 0.

[2]
Formula: C10H16O2PSi
Source: the Open Molecules 2025 dataset
Level of theory: wB97M-V/def2-TZVPD

```
30
C10H16O2PSi, DFT wB97M-V/def2-TZVPD
C -4.703 1.542 -0.370
C -4.433 1.093 0.919
C -3.995 1.061 -1.462
C -3.539 0.120 1.091
C -3.232 -0.131 -1.286
C -3.105 -0.593 0.026
C 2.769 -1.455 1.233
C 3.522 1.112 -0.371
C 1.753 -1.121 -1.863
C 0.499 0.212 0.615
O -2.283 -2.668 1.695
O -1.611 -2.678 -0.813
Si 2.109 -0.325 -0.109
P -1.897 -1.947 0.446
H -5.456 2.339 -0.455
H -5.038 1.572 1.646
H -4.336 1.467 -2.360
H -3.227 -0.195 2.070
H -3.017 -0.908 -2.027
H 2.217 -2.362 1.146
H 3.830 -1.851 1.115
H 2.638 -1.046 2.233
H 4.573 0.852 -0.580
H 3.240 1.735 -1.283
H 3.433 1.880 0.422
H 2.447 -1.449 -2.659
H 1.221 -2.083 -1.688
H 1.107 -0.290 -2.368
H 0.492 0.302 1.617
H -0.143 0.971 0.162
```

For the HOMO-LUMO gap (spin up / spin down), the calculation gives 0.221 / 0.260 Eh. For the highest occupied orbital energy (spin up / spin down), the calculation gives -0.1133 / -0.1434 hartree. The value obtained for the LUMO energy (spin up / spin down) is 2.94 / 3.18 eV. Its spin multiplicity is 1. As for the total charge: -1.

[3]
Formula: C10H16S
Source: the Open Molecules 2025 dataset
Level of theory: wB97M-V/def2-TZVPD

```
27
C10H16S, DFT wB97M-V/def2-TZVPD
C -1.184 -1.904 0.250
C -0.384 -1.375 -0.993
C 0.686 -2.239 -1.353
C 1.799 -1.809 -2.165
C 1.811 -0.552 -2.660
C 0.742 0.353 -2.322
C -0.319 -0.088 -1.615
H -0.754 -2.720 0.878
H -2.118 -2.487 0.006
H -1.633 -1.176 0.955
H 0.828 -3.244 -1.016
H 2.585 -2.400 -2.308
H 2.717 -0.307 -3.146
H 0.873 1.368 -2.690
H -1.110 0.570 -1.433
C -1.910 2.572 1.265
C -1.042 1.650 2.061
S 0.778 2.134 2.061
C 1.546 0.520 1.650
H -2.958 2.589 1.621
H -2.001 2.282 0.187
H -1.523 3.700 1.227
H -1.322 1.597 3.201
H -1.248 0.603 1.869
H 2.663 0.418 1.755
H 0.990 -0.440 2.133
H 1.487 0.386 0.584
```

For the HOMO-LUMO gap, the calculation gives 0.340 Eh. For the highest occupied orbital energy, the calculation gives -0.3071 hartree. The value obtained for the LUMO energy is 0.89 eV. The SMILES is Cc1ccccc1.CCSC. Its spin multiplicity is 1. As for the total charge: 0.

The evaluated relative energy (zero: lowest compared OMol25 entry of this formula, charge and spin) for the records listed, in turn: 0.0000; 1.4462; 2.2963 eV.
The evaluated E_tot for the records listed, in turn: -540.9389; -1171.9823; -788.7343 Ha.
The evaluated F_max for the records listed, in turn: 0.033; 0.074; 0.108 Eh/bohr.